# C5H6O

One molecule with the formula C5H6O at a distorted geometry (wB97M-V/def2-TZVPD, the Open Molecules 2025 dataset).

Computed properties:
2S+1 = 1
E_HOMO = -8.40 eV
SMILES string = CCc1cc1=O
LUMO energy = 0.84 eV
charge = 0
energy relative to the best compared isomer or geometry (same formula, charge and spin) = 77.5 kcal per mole

Geometry (Å):
C -0.634 -0.838 -0.016
O 1.777 1.540 1.312
C 0.755 -0.355 0.002
H -0.793 -1.661 -0.713
H -1.369 0.772 -1.291
C 2.039 -0.391 -0.410
H -2.598 0.052 -0.232
H 3.046 -0.041 -0.387
C 1.523 0.602 0.588
C -1.552 0.360 -0.294
H -0.814 -1.200 1.004
H -1.383 1.161 0.435

Atoms 1-6, force components in eV/Å:
-0.10 -0.19 -0.09
0.18 -0.19 -0.21
-0.19 0.29 0.36
-0.01 0.00 -0.04
-0.04 -0.10 0.13
0.22 1.03 0.86

---

# C5H6O

One molecule with the formula C5H6O (wB97M-V/def2-TZVPD, the Open Molecules 2025 dataset).

Computed properties:
2S+1 = 1
E_HOMO = -9.90 eV
SMILES string = C#CCCC=O
LUMO energy = 0.94 eV
charge = 0
energy relative to the best compared isomer or geometry (same formula, charge and spin) = 43.7 kcal per mole

Geometry (Å):
C 1.582 0.070 -0.289
H -1.051 1.389 0.901
O -2.239 -1.057 -0.496
H 0.173 1.415 -1.105
H 3.620 -0.563 0.490
C 0.203 0.428 -0.632
C -1.870 -0.523 0.521
C -0.676 0.392 0.632
H -0.204 -0.280 -1.365
H -0.089 0.061 1.497
C 2.665 -0.260 0.121
H -2.412 -0.688 1.477

Atoms 1-6, force components in eV/Å:
0.45 -0.17 0.21
0.00 -0.13 -0.04
0.16 0.21 0.45
0.04 -0.16 0.10
-0.12 0.07 -0.12
0.02 0.03 -0.05

---

# C5H6O

C5H6O as an isolated structure (wB97M-V/def2-TZVPD, the Open Molecules 2025 dataset).

Computed properties:
2S+1 = 1
E_HOMO = -9.54 eV
LUMO energy = 0.86 eV
charge = 0
energy relative to the best compared isomer or geometry (same formula, charge and spin) = 24.2 kcal per mole

Geometry (Å):
H 2.222 -0.158 0.883
C -1.685 0.666 -0.073
C -0.783 -0.094 0.933
H 2.302 -0.262 -0.888
C -0.522 0.366 -1.007
C 1.735 -0.573 -0.006
C 0.321 -0.112 -0.072
H -1.801 1.732 0.156
H -0.431 0.471 -2.083
H 1.785 -1.663 0.077
O -0.974 -0.616 1.999
H -2.666 0.224 -0.273

Atoms 1-6, force components in eV/Å:
-0.08 -0.07 -0.13
-0.21 0.03 0.03
-0.05 -0.17 0.42
-0.11 -0.07 0.10
0.16 0.00 -0.07
0.03 -0.02 -0.03

---

# C5H6O

A 2-piece molecular cluster, C5H6O overall at a distorted geometry (wB97M-V/def2-TZVPD, the Open Molecules 2025 dataset).

Computed properties:
2S+1 = 1
E_HOMO = -9.73 eV
LUMO energy = 0.46 eV
charge = 0
energy relative to the best compared isomer or geometry (same formula, charge and spin) = 101.6 kcal per mole

Geometry (Å):
H -0.756 2.160 -0.488
C 1.016 1.002 -0.075
C 1.442 -2.200 -0.117
H 1.376 -3.278 -0.161
O 2.037 1.565 -0.207
C -1.287 -0.054 -0.119
C -0.353 1.243 0.088
H -0.925 -0.438 -0.993
H -2.330 0.259 -0.091
H -1.150 -0.669 0.775
H -0.364 1.475 1.208
C 1.293 -1.065 0.180

Atoms 1-6, force components in eV/Å:
0.99 -1.37 0.88
4.76 -2.87 -0.05
-0.09 -3.60 -0.18
0.35 0.56 -0.21
-1.68 -0.35 -0.07
0.28 3.02 3.09

---

# C5H6O

One molecule with the formula C5H6O (wB97M-V/def2-TZVPD, the Open Molecules 2025 dataset).

Computed properties:
2S+1 = 1
E_HOMO (spin up / spin down) = -8.05 / -8.06 eV
LUMO energy (spin up / spin down) = -0.52 / -0.52 eV
charge = 0
energy relative to the best compared isomer or geometry (same formula, charge and spin) = 143.8 kcal per mole

Geometry (Å):
C -2.646 -0.031 -0.075
C -1.270 -0.133 -0.145
C -0.095 -0.075 -0.713
H -3.205 0.760 -0.572
H -3.186 -0.647 0.637
O 2.303 0.376 -1.062
H 1.143 1.436 0.336
C 2.242 -0.447 0.069
H 2.941 -0.217 0.873
C 1.144 0.499 -0.226
H 2.067 -1.505 -0.124
H -1.438 -0.017 1.002

Atoms 1-6, force components in eV/Å:
-0.08 0.17 0.07
0.20 0.03 -0.26
-0.32 0.11 0.36
0.07 -0.15 -0.10
0.03 0.10 -0.07
0.06 0.00 -0.17

---

# C5H6O

One molecule with the formula C5H6O at a distorted geometry (wB97M-V/def2-TZVPD, the Open Molecules 2025 dataset).

Computed properties:
2S+1 = 1
E_HOMO = -8.35 eV
LUMO energy = 0.99 eV
charge = 0
energy relative to the best compared isomer or geometry (same formula, charge and spin) = 75.4 kcal per mole

Geometry (Å):
C 1.118 -0.411 -0.597
H 1.600 -0.161 -1.544
H 0.645 1.747 -0.046
H -1.921 0.942 -0.481
C 0.333 0.709 0.027
O -1.093 -0.965 -0.836
C 0.097 -1.483 -0.914
H 1.904 -0.840 0.028
H -0.809 0.887 1.968
C -0.501 0.204 1.184
C -1.093 0.312 -0.185
H -0.313 -0.860 1.484

Atoms 1-6, force components in eV/Å:
-0.15 -0.16 0.21
-0.07 0.01 -0.15
-0.09 -0.21 0.13
0.10 -0.02 0.13
-0.09 0.07 0.12
0.31 -0.11 0.27

---

# C5H6O2

One molecule with the formula C5H6O2 at a distorted geometry (wB97M-V/def2-TZVPD, the Open Molecules 2025 dataset).

Computed properties:
2S+1 = 1
E_HOMO (spin up / spin down) = -7.60 / -8.09 eV
LUMO energy (spin up / spin down) = -0.55 / 0.36 eV
charge = 0
energy relative to the best compared isomer or geometry (same formula, charge and spin) = 74.0 kcal per mole

Geometry (Å):
C 1.180 0.917 0.369
H -0.210 1.951 1.848
H 2.015 0.661 1.061
C -1.603 -1.361 -0.688
H -2.530 -1.325 -0.112
H 1.448 1.797 -0.187
C -0.069 1.179 1.145
O -1.044 0.445 0.742
O -1.400 -2.186 -1.607
C 0.764 -0.249 -0.622
H 1.397 -1.110 -0.332
C -0.697 -0.408 -0.250
H 0.732 -0.107 -1.645

Atoms 1-6, force components in eV/Å:
0.03 -0.49 -0.30
-0.55 0.53 0.66
-0.42 0.06 -0.69
-0.32 -1.03 -0.91
-0.61 -0.21 -0.07
0.40 0.63 -0.15

---

# C5H6O2

C5H6O2 as an isolated structure (wB97M-V/def2-TZVPD, the Open Molecules 2025 dataset).

Computed properties:
2S+1 = 1
E_HOMO = -8.94 eV
LUMO energy = 0.06 eV
charge = 0
energy relative to the best compared isomer or geometry (same formula, charge and spin) = 108.6 kcal per mole

Geometry (Å):
H -0.642 -1.200 1.699
O 1.347 -0.668 -1.465
C -1.108 0.531 0.556
C 0.231 -0.169 -1.885
C 0.207 0.777 -0.096
O 0.565 1.928 -0.344
C -1.357 -0.418 1.450
H 1.099 -1.256 0.524
C 1.310 -0.340 -0.038
H -2.291 -0.425 2.001
H -1.847 1.296 0.330
H 2.278 0.074 0.256
H 0.209 -0.129 -2.987

Atoms 1-6, force components in eV/Å:
-0.09 0.20 0.01
-0.36 0.26 -0.14
-0.07 0.03 0.26
0.22 -0.04 -0.36
0.14 0.08 0.49
0.01 -0.29 0.13

---

# C5H6O2

One molecule with the formula C5H6O2 (wB97M-V/def2-TZVPD, the Open Molecules 2025 dataset).

Computed properties:
2S+1 = 1
E_HOMO = -8.00 eV
SMILES string = Cc1ccc(O)o1
LUMO energy = 0.80 eV
charge = 0
energy relative to the best compared isomer or geometry (same formula, charge and spin) = 14.0 kcal per mole

Geometry (Å):
O 2.144 -1.438 1.135
H 2.540 1.223 -0.017
H -2.529 0.878 -0.555
C -0.554 0.122 -0.297
H -2.390 -0.608 0.402
C 1.376 -0.559 0.470
H 0.086 2.114 -0.867
C 0.329 1.127 -0.502
C 1.606 0.682 -0.013
C -2.010 -0.078 -0.475
O 0.094 -0.939 0.284
H 1.561 -1.846 1.791
H -2.254 -0.679 -1.357

Atoms 1-6, force components in eV/Å:
-0.06 -0.12 0.07
-0.12 -0.11 0.12
0.07 -0.06 -0.02
-0.02 0.29 -0.09
-0.12 0.07 -0.09
0.11 0.30 -0.08

---

# C5H6O2

C5H6O2 as an isolated structure at a distorted geometry (wB97M-V/def2-TZVPD, the Open Molecules 2025 dataset).

Computed properties:
2S+1 = 1
E_HOMO = -8.80 eV
LUMO energy = 0.74 eV
charge = 0
energy relative to the best compared isomer or geometry (same formula, charge and spin) = 86.7 kcal per mole

Geometry (Å):
H -0.977 1.656 -0.797
C 0.537 0.191 -0.254
C 1.860 0.330 0.338
H 2.477 -0.548 0.524
C -1.354 -0.350 -0.057
H -0.870 1.551 1.001
C -0.280 -0.990 -0.542
O -2.386 -1.028 0.472
H -1.760 -1.778 0.513
H 2.092 1.201 0.949
H -0.181 -1.870 -1.164
O 1.599 0.623 -1.042
C -0.756 1.013 0.059

Atoms 1-6, force components in eV/Å:
-0.06 -0.05 0.21
0.19 0.34 -0.32
0.23 0.02 0.26
-0.12 0.09 -0.09
0.53 -0.23 -0.12
0.16 -0.02 -0.01

---

# C5H6O2

A 2-piece molecular cluster, C5H6O2 overall (wB97M-V/def2-TZVPD, the Open Molecules 2025 dataset).

Computed properties:
2S+1 = 1
E_HOMO = -9.54 eV
SMILES string = CC1C=C1.O=C=O
LUMO energy = 0.67 eV
charge = 0
energy relative to the best compared isomer or geometry (same formula, charge and spin) = 40.8 kcal per mole

Geometry (Å):
C 0.786 -0.002 1.358
H 0.864 -2.776 -0.673
C -0.112 -0.775 0.405
O -1.451 2.162 0.123
H 0.286 0.900 1.728
C -1.284 2.156 -1.029
H 1.054 -0.612 2.229
H 1.714 0.300 0.860
C 0.434 -1.795 -0.551
H -1.118 -0.939 0.808
C 0.040 -0.689 -1.092
H -0.093 -0.089 -1.981
O -1.121 2.160 -2.185

Atoms 1-6, force components in eV/Å:
0.03 0.01 -0.01
-0.04 0.12 0.05
-0.10 0.05 0.20
0.08 0.05 -0.81
0.07 -0.14 -0.08
-0.05 0.08 0.06

---

# C5H6O2

One molecule with the formula C5H6O2 (wB97M-V/def2-TZVPD, the Open Molecules 2025 dataset).

Computed properties:
2S+1 = 1
E_HOMO (spin up / spin down) = -9.19 / -9.19 eV
LUMO energy (spin up / spin down) = -0.61 / -0.61 eV
charge = 0
energy relative to the best compared isomer or geometry (same formula, charge and spin) = 123.8 kcal per mole

Geometry (Å):
H 1.673 0.403 0.556
O 2.159 -1.002 -1.145
C 1.548 -0.136 -0.648
C -1.119 -0.992 -0.230
H -0.206 0.546 1.941
C 0.305 -0.073 1.204
O -1.522 1.593 -1.342
H 0.630 -1.045 1.575
C -0.525 1.360 -0.704
H -2.116 -0.792 -0.620
H 0.203 2.157 -0.447
C -0.143 -0.013 -0.220
H -0.887 -2.006 0.080

Atoms 1-6, force components in eV/Å:
0.09 0.04 -0.04
-0.45 0.65 0.38
0.54 -0.65 -0.38
-0.02 -0.02 -0.04
0.06 -0.09 -0.13
-0.09 -0.07 0.20